[1]
{
  "formula": "C21H24F3N5O2",
  "method": "the ωB97M-V functional and the def2-TZVPD basis",
  "symbols": ["H", "F", "C", "C", "C", "N", "C", "H", "H", "H", "C", "H", "H", "N", "C", "H", "H", "O", "C", "C", "C", "C", "H", "H", "N", "C", "H", "C", "H", "H", "H", "C", "N", "C", "H", "H", "C", "F", "O", "H", "F", "C", "N", "H", "H", "H", "H", "C", "H", "C", "H", "H", "C", "C", "C"],
  "xyz": [[-3.881959, -1.261444, 4.442482], [5.749743, -3.906373, 1.288402], [3.225114, -1.160160, -1.926050], [-2.070784, -1.090319, 3.346529], [4.569432, -1.076068, 0.069965], [-0.508615, 0.881335, -0.893317], [0.229350, 1.256669, -1.944223], [0.993347, 2.878685, -3.056300], [3.062700, 1.421761, -2.236497], [-0.038054, 3.420425, -1.725147], [-5.395197, -0.103548, 2.244993], [-5.044841, 1.858142, 1.404611], [5.313438, -3.819159, -1.772079], [-4.576408, 0.471807, -0.051874], [3.599945, -0.514874, -0.751615], [-2.861015, 2.373102, 0.998759], [-5.967749, -1.002337, 1.988758], [2.543058, 0.929260, 0.820810], [4.824989, -2.898513, -1.490846], [-3.969913, -0.442522, 2.481699], [-0.986587, 1.695072, 0.197384], [5.187438, -2.256073, -0.312537], [-1.366246, -1.487421, 4.048469], [4.834720, -0.583837, 0.993085], [-1.765856, -0.648114, 2.160795], [-2.942257, -0.240682, 1.599863], [-4.913284, -0.419639, -0.402658], [-5.406266, 0.886456, 1.060724], [2.431267, -0.754450, -2.537986], [-5.853800, 0.347089, 3.128290], [3.538375, -2.852749, -3.194231], [6.237566, -2.881748, 0.560000], [2.835049, 1.688041, -1.290236], [0.723602, 2.698713, -2.013387], [-0.665968, 1.219431, 1.130497], [-0.649649, -0.897798, 0.162648], [-2.507424, -0.510972, -0.860376], [7.258206, -3.394024, -0.152550], [0.575690, 0.466173, -2.814934], [2.526761, 3.748273, -1.403987], [6.781918, -2.025731, 1.435045], [-0.982982, -0.483725, -0.793087], [-3.401422, -0.991793, 3.600078], [-0.554095, -1.053512, -1.618548], [-2.851029, -1.542076, -0.756398], [-6.424511, 1.014856, 0.686395], [-0.569007, 2.698374, 0.155950], [-2.513548, 1.765284, 0.162984], [-2.849880, 2.230207, -0.765680], [2.926984, 0.750155, -0.317082], [1.716946, 2.880358, -0.074801], [-2.840810, -0.129334, -1.827950], [1.977004, 2.840591, -1.135288], [3.835604, -2.349850, -2.287015], [-3.139090, 0.358586, 0.237463]],
  "atomic_forces_ev_per_a": [[0.1, 0.0, -0.1], [-0.2, -0.1, 0.0], [0.0, 0.1, 0.1], [0.1, -0.1, 0.2], [0.0, -0.1, -0.1], [-0.1, -0.2, 0.1], [0.1, 0.5, -0.2], [-0.1, -0.1, 0.1], [0.0, -0.1, 0.1], [0.0, 0.1, 0.0], [0.0, 0.1, -0.1], [-0.1, 0.0, 0.0], [0.0, -0.1, 0.0], [0.0, -0.2, -0.2], [-0.1, -0.3, 0.0], [0.0, 0.0, 0.0], [-0.1, 0.1, 0.0], [-0.1, 0.0, 0.3], [0.0, 0.1, 0.1], [0.0, 0.2, -0.4], [-0.2, 0.4, 0.3], [0.0, 0.1, 0.0], [0.1, -0.1, 0.2], [0.0, 0.0, 0.1], [0.5, -0.1, 0.1], [-0.7, -0.1, 0.3], [0.0, 0.0, 0.0], [-0.2, -0.1, 0.2], [-0.1, 0.1, 0.0], [-0.1, 0.0, 0.0], [0.0, 0.0, -0.1], [0.2, -0.2, 0.2], [0.0, 0.3, -0.3], [0.1, -0.2, 0.0], [0.1, 0.2, -0.1], [0.0, 0.0, -0.2], [0.1, 0.1, 0.2], [0.0, 0.0, -0.2], [0.1, -0.1, -0.4], [-0.1, -0.1, 0.1], [-0.1, 0.3, 0.0], [0.0, -0.5, -0.2], [-0.1, 0.0, 0.0], [-0.1, 0.1, 0.2], [-0.1, 0.0, 0.0], [0.0, 0.1, 0.1], [0.1, -0.1, 0.0], [0.1, -0.2, 0.0], [0.0, 0.0, 0.0], [0.3, -0.1, -0.2], [0.1, 0.1, -0.1], [0.0, 0.0, -0.1], [-0.1, 0.1, 0.1], [0.1, -0.1, 0.0], [0.1, 0.1, -0.2]],
  "mulliken_charge": [0.184, -0.256, -0.424, -0.591, -0.508, 0.425, 0.849, 0.417, 0.319, 0.282, -0.588, 0.267, 0.431, -0.412, 0.714, 0.424, 0.275, -0.652, -0.726, -0.521, -0.767, 0.160, 0.519, 0.532, -0.420, 0.319, 0.339, -0.868, 0.434, 0.410, 0.431, 0.907, -0.217, -0.960, 0.183, 0.403, -1.340, -0.270, -0.732, 0.350, -0.273, -1.001, -0.096, 0.548, 0.506, 0.436, 0.700, -1.551, 0.317, 0.440, 0.399, 0.361, -0.778, -1.033, 1.707],
  "multiplicity": 1,
  "charge": 0,
  "gap_ha": 0.338,
  "smiles": "O=C(NCCC(=O)N1CCC2(CC1)NCCc1[nH]cnc12)c1cccc(C(F)(F)F)c1",
  "fmax_ev_per_a": 0.74
}

[2]
{
  "formula": "C21H24FN3O4S",
  "method": "the ωB97M-V functional and the def2-TZVPD basis",
  "symbols": ["C", "C", "H", "C", "C", "N", "H", "C", "O", "C", "C", "H", "O", "C", "F", "H", "C", "N", "S", "H", "C", "H", "H", "H", "H", "H", "C", "H", "C", "C", "H", "C", "C", "C", "H", "H", "O", "C", "H", "H", "C", "O", "H", "C", "H", "H", "N", "H", "H", "H", "C", "H", "C", "H"],
  "xyz": [[1.992582, -3.930054, 3.119481], [-1.069981, -3.464140, 3.439129], [1.247381, 4.006784, -4.893136], [1.135598, 1.654802, -1.606378], [-2.485373, 0.406259, 1.816907], [1.096832, 2.631842, -2.725586], [-1.617168, 2.262553, -2.962020], [-1.393480, 2.869340, -2.153125], [0.563053, -0.803185, 5.772446], [-1.062775, -0.417007, 3.504483], [1.691191, 0.939963, -6.743336], [-3.546086, 0.525572, 1.291401], [0.798096, -4.601549, 2.386231], [1.090400, 0.682326, -4.287959], [1.870889, 0.754829, -7.924729], [0.606394, 4.122921, -1.627138], [1.417708, 2.448320, -6.340522], [-1.174022, 1.831124, -0.851359], [-0.605385, -1.600143, 4.883701], [-0.693660, 0.454828, -1.981969], [-2.406297, -0.385042, 2.831752], [1.472632, -0.935896, -5.881763], [1.493654, 3.277549, -7.102238], [1.907757, -1.996854, 4.344676], [0.489204, 2.148359, 1.807698], [2.683517, -3.865495, 2.562971], [-0.429217, -4.940441, 2.883595], [-0.194941, -5.441193, 3.836739], [0.029301, 3.323540, -2.406523], [-0.215726, 1.478197, 1.993130], [0.060951, 4.152374, -3.315829], [1.466343, 0.069957, -5.771993], [-1.474481, 1.140011, 1.321490], [1.337973, -2.649029, 3.388519], [-1.823731, 3.695780, -1.877101], [1.065831, -2.118460, 2.555934], [-2.110202, -1.909066, 5.472416], [1.056842, 1.888694, -4.091830], [-3.071855, -0.964747, 3.262028], [-2.018149, -3.563440, 4.067677], [-0.041889, 0.611854, 3.185830], [-2.528429, 3.168144, 0.404193], [-1.101671, -5.486820, 2.487271], [1.190143, 2.817269, -5.175032], [1.474103, 2.087637, -0.687616], [-0.347025, 0.361214, -0.302172], [-0.075320, -2.806082, 4.104290], [1.882411, -4.624222, 4.131509], [0.761520, 0.441981, 3.798921], [1.282252, -0.225855, -3.541607], [-0.274245, 0.910723, -1.158942], [-1.303935, -3.147802, 2.338678], [-1.842871, 2.178363, 0.341301], [1.743354, 0.533416, -1.924493]],
  "atomic_forces_ev_per_a": [[-15.2, -4.1, 10.2], [-3.1, -5.1, -4.6], [-0.5, -3.2, -0.8], [0.8, -6.2, -0.7], [-4.7, 1.3, -4.0], [3.4, -8.4, -1.2], [-1.5, -0.9, -1.5], [6.1, -5.3, 3.3], [-4.7, -4.0, -3.7], [0.1, 2.8, -1.0], [-3.1, 5.5, 7.7], [2.4, -0.2, 1.0], [2.5, -0.4, -4.1], [2.8, -12.9, -3.4], [1.6, -1.7, -7.1], [-2.7, -1.8, -0.8], [2.2, -2.7, -8.1], [-6.0, 8.2, -1.3], [-3.9, 7.6, 5.4], [-0.2, -2.1, -2.1], [7.5, -1.0, 4.1], [0.1, -3.0, -0.2], [0.2, -1.4, 0.4], [-1.3, -1.5, -3.3], [2.6, 3.0, -1.5], [9.7, 0.0, -7.4], [4.8, 6.5, 9.1], [-0.4, -0.4, 0.3], [-1.1, 10.4, -0.9], [-5.3, -7.3, 3.7], [-1.3, -1.5, 1.9], [-1.1, 3.8, 3.8], [3.2, 4.9, 1.9], [0.2, 2.1, 7.0], [-3.6, 3.9, 1.3], [0.1, 1.6, -2.2], [6.5, 0.8, -1.7], [-0.1, 9.6, 3.7], [-3.6, -2.6, 1.6], [1.5, 0.0, -1.1], [-4.4, -1.9, -2.9], [-0.5, -0.1, 0.9], [-4.0, -3.5, -4.5], [-0.8, 5.0, 6.8], [0.8, 0.4, 0.2], [1.7, -2.8, 1.8], [4.6, -1.8, -0.5], [1.7, 1.9, -2.4], [2.4, 0.7, 1.2], [-1.1, 2.5, -1.4], [3.4, 1.4, -2.1], [0.1, 0.8, 2.0], [2.1, -1.0, -3.9], [-0.9, 4.0, 1.2]],
  "mulliken_charge": [-0.673, -0.282, 0.111, -1.104, -0.149, 0.232, 0.449, -1.621, -0.648, -0.082, 0.208, 0.201, -0.545, 0.257, -0.266, 0.450, -0.231, 0.038, 0.858, 0.386, -0.928, 0.547, 0.276, 0.276, 0.820, 0.525, -0.998, 0.380, -0.693, -0.591, 0.458, -0.964, 0.590, -0.414, 0.624, 0.447, -0.676, 0.902, 0.906, 0.488, -0.777, -0.654, 0.645, -0.778, 0.585, 1.225, 0.104, 0.273, 0.699, 0.091, -1.142, 0.130, -0.089, 0.123],
  "multiplicity": 1,
  "charge": 0,
  "gap_ha": 0.306,
  "fmax_ev_per_a": 18.76
}

[3]
{
  "formula": "C21H24N2O",
  "method": "the ωB97M-V functional and the def2-TZVPD basis",
  "symbols": ["N", "H", "C", "C", "C", "C", "C", "H", "C", "H", "O", "H", "C", "H", "C", "H", "C", "H", "H", "C", "H", "C", "C", "C", "C", "H", "C", "C", "H", "H", "H", "C", "H", "H", "H", "H", "H", "C", "H", "H", "C", "C", "H", "H", "H", "C", "N", "H"],
  "xyz": [[1.827269, -0.685283, -5.103098], [-0.578819, 0.690675, 4.174262], [-0.096643, -1.355909, -1.979675], [-0.049696, 2.735899, 3.720027], [-1.539019, -1.887330, -2.114331], [0.168328, -0.456857, -0.875872], [1.404413, -1.212274, -3.947463], [1.434121, 1.194278, 5.415212], [1.670721, -0.131804, 3.042317], [0.612276, -2.731459, -0.766753], [0.644091, -2.522091, -1.710032], [1.343923, -0.844923, 3.829815], [0.808804, 1.254697, 1.091757], [2.951274, 2.100047, 5.430984], [-0.433464, 1.293786, 3.289082], [1.412293, 3.860872, 4.813559], [2.102885, 1.783422, 4.767770], [-4.558452, -1.806355, -0.487655], [-1.184033, 0.783003, -3.119842], [-0.313174, 0.424908, -3.688742], [-0.700622, 2.981673, 4.569829], [-3.183844, -3.317169, -3.213099], [0.092042, 0.972419, -4.886695], [-3.830924, -2.085061, -1.226994], [0.397567, 0.348044, 0.001479], [-0.262199, 3.423599, 2.894464], [1.409598, 3.023840, 4.118759], [-2.563005, -1.551904, -1.203047], [-3.438458, -3.981708, -4.038480], [-1.151572, -3.080177, -3.895885], [-2.339595, -0.897373, -0.414640], [0.366510, -0.697824, -3.219599], [3.469527, 0.230300, 4.193519], [1.831852, -2.160914, -3.644096], [-1.353269, 1.333034, 2.788172], [1.516459, 0.808984, -6.496789], [3.171470, 1.430665, 2.949148], [2.674403, 0.818443, 3.700720], [1.864109, 1.462417, 1.044507], [-5.184422, -3.334272, -2.383659], [-4.163462, -2.940519, -2.288509], [-1.888260, -2.806748, -3.117332], [1.972854, 3.333344, 3.218519], [-0.472860, 1.783867, -5.349314], [2.180315, -0.744954, 2.281518], [1.178025, 0.402271, -5.571314], [0.529230, 0.581812, 2.418531], [0.251431, 2.176608, 0.988964]],
  "atomic_forces_ev_per_a": [[-0.4, 0.8, -0.5], [0.0, -0.3, 0.2], [-1.1, -1.2, 1.0], [0.0, 0.0, -0.2], [-1.7, 0.2, 0.2], [-0.5, 1.9, 1.5], [0.2, -0.3, -0.8], [-0.1, 0.4, -0.1], [-0.3, 0.8, 0.1], [-0.2, 0.2, -0.3], [1.3, -1.1, -0.3], [-0.4, 0.4, -0.5], [-0.7, -1.7, 1.4], [-0.7, -0.1, -0.6], [2.6, 0.1, 0.2], [0.1, 0.1, 0.0], [0.6, 0.2, -0.2], [-0.2, 0.1, 0.2], [0.4, 0.0, -0.4], [-0.2, -0.3, 0.2], [0.0, 0.1, -0.3], [-0.1, 0.4, 0.2], [0.0, 0.1, -0.6], [-0.1, -0.7, -1.5], [0.3, -0.8, -0.8], [-0.4, 0.0, 0.2], [0.0, -1.3, 0.2], [1.1, -0.5, -0.5], [0.1, 0.1, 0.2], [-0.4, 0.1, 0.6], [0.5, 1.0, 1.0], [-0.3, 0.5, -0.7], [-0.2, 0.0, -0.3], [0.3, 0.2, 0.0], [-1.5, 0.1, -0.8], [0.2, 0.2, -0.5], [0.1, 0.0, -0.2], [0.5, 0.0, 0.6], [0.5, 0.3, -0.4], [0.5, 0.2, 0.1], [-0.1, -0.2, 0.3], [0.6, 0.3, -0.5], [0.0, -0.2, 0.5], [0.3, -0.1, 0.2], [-0.3, 0.3, 0.1], [-0.2, -1.0, 1.7], [-0.2, 0.2, -0.4], [0.0, 0.3, 0.2]],
  "mulliken_charge": [-0.660, 0.494, 2.344, -0.449, -0.496, -1.662, 0.117, 0.323, -0.912, 0.432, -0.571, 0.389, -0.978, 0.354, -1.091, 0.387, -0.683, 0.427, 0.394, -0.222, 0.410, -0.687, -0.496, -0.834, 0.213, 0.241, -0.628, -0.112, 0.371, 0.383, 0.527, -0.257, 0.385, 0.478, 0.345, 0.409, 0.225, -0.500, 0.448, 0.349, -0.293, -0.365, 0.263, 0.358, 0.286, -0.296, 0.345, 0.496],
  "multiplicity": 1,
  "charge": 0,
  "gap_ha": 0.329,
  "smiles": "O[C@](C#CCN1CCCCCC1)(c1ccccc1)c1cccnc1",
  "fmax_ev_per_a": 2.62
}

- charge of number 1 (C21H24F3N5O2)?
  0

- What is the formula in the third record?
  C21H24N2O